(1)
Computed, not measured: a molecular structure, C35H38BN7O4ReS2, with ωB97M-V with the def2-TZVPD basis set.

```
88
Properties=species:S:1:pos:R:3
Re 0.752 -0.941 -0.326
C -7.118 10.239 0.320
O -7.050 9.289 -0.726
C -6.227 8.245 -0.633
C -5.403 7.965 0.464
C -4.596 6.852 0.457
C -4.577 5.971 -0.633
C -5.405 6.253 -1.731
C -6.197 7.372 -1.737
C -3.741 4.799 -0.624
N -3.838 3.747 -1.417
C -2.867 2.888 -1.034
C -2.131 3.447 0.030
N -2.713 4.650 0.273
C -1.011 2.826 0.625
C -0.207 3.380 1.628
C 0.883 2.647 2.059
C 1.145 1.397 1.525
N 0.387 0.816 0.583
C -0.686 1.541 0.128
C -1.429 0.942 -0.923
N -0.989 -0.296 -1.311
C -1.620 -0.874 -2.336
C -2.654 -0.264 -3.034
C -3.118 0.981 -2.645
C -2.515 1.605 -1.552
H -7.780 11.025 -0.041
H -6.131 10.658 0.532
H -7.540 9.804 1.231
H -5.407 8.603 1.333
H -3.998 6.661 1.336
H -5.391 5.581 -2.574
H -6.826 7.608 -2.580
H -2.424 5.351 0.933
H -0.422 4.355 2.039
H 1.542 3.046 2.812
H 2.014 0.847 1.859
H -1.283 -1.865 -2.619
H -3.085 -0.765 -3.886
H -3.919 1.479 -3.169
O 1.127 -3.020 -1.348
N 1.366 -2.896 -2.722
C 1.006 -3.950 -3.488
C 1.355 -3.995 -4.801
C 2.143 -2.949 -5.329
C 2.498 -1.897 -4.534
C 2.096 -1.836 -3.179
S 2.481 -0.546 -2.170
H 0.438 -4.716 -2.983
H 1.065 -4.835 -5.410
H 2.468 -2.995 -6.356
H 3.112 -1.092 -4.904
C 2.798 -6.972 -0.085
C 3.062 -5.552 0.415
C 3.298 -5.570 1.919
O 1.855 -4.778 0.170
B 2.135 -3.877 -0.776
O 3.405 -3.867 -1.222
C 4.177 -4.794 -0.415
C 4.986 -5.680 -1.358
C 5.139 -3.973 0.446
H 1.953 -7.394 0.450
H 3.668 -7.596 0.097
H 2.564 -6.987 -1.147
H 2.527 -6.172 2.390
H 3.248 -4.565 2.327
H 4.265 -6.005 2.143
H 4.356 -6.205 -2.070
H 5.550 -6.404 -0.781
H 5.681 -5.057 -1.914
H 4.604 -3.321 1.126
H 5.756 -3.359 -0.203
H 5.790 -4.630 1.012
C 3.398 -0.941 4.272
N 2.045 -1.335 3.989
C 1.017 -1.235 5.017
C -0.276 -1.627 4.280
N 0.177 -1.739 2.904
C 1.507 -1.606 2.806
S 2.365 -1.739 1.344
H 3.405 0.028 4.776
H 3.970 -0.868 3.349
H 3.882 -1.669 4.925
H 0.981 -0.206 5.389
H 1.253 -1.903 5.849
H -1.046 -0.857 4.364
H -0.685 -2.573 4.642
H -0.392 -2.111 2.154
```

As for the molecular weight: 881.89 g/mol. For the total energy, the calculation gives -80000.406 eV. Its charge is +2. The energy above the lowest of the compared OMol25 structures with the same formula, charge and spin is 92.0 kJ/mol. As for the multiplicity: 2. The HOMO-LUMO gap (alpha / beta) comes out at 5.495 / 5.515 eV.

=====

(2)
Computed, not measured: a molecular structure, C35H38CoN10O2, with ωB97M-V with the def2-TZVPD basis set.

```
86
Properties=species:S:1:pos:R:3
Co 0.391 0.748 0.681
C -0.403 -1.970 4.255
O -0.966 -0.628 4.448
C -0.744 0.013 3.322
N -0.245 -0.611 2.324
C -0.121 -2.035 2.739
C 1.195 -2.684 2.373
C 1.645 -3.782 3.100
C 2.824 -4.427 2.750
C 3.569 -3.984 1.667
C 3.126 -2.896 0.930
C 1.944 -2.258 1.283
C -1.094 1.449 3.230
C -1.705 2.211 4.210
C -1.985 3.543 3.912
C -1.657 4.061 2.663
C -1.043 3.212 1.758
N -0.768 1.946 2.042
C -0.620 3.539 0.378
N -0.039 2.660 -0.344
C 0.265 3.306 -1.643
C -0.460 4.668 -1.524
O -0.860 4.734 -0.112
C -0.176 2.466 -2.814
C -1.360 1.736 -2.755
C -1.749 0.938 -3.827
C -0.964 0.879 -4.971
C 0.197 1.636 -5.048
C 0.589 2.425 -3.973
H -1.139 -2.682 4.612
H 0.502 -2.029 4.856
H -0.930 -2.583 2.243
H 1.078 -4.153 3.947
H 3.160 -5.278 3.326
H 4.491 -4.484 1.401
H 3.705 -2.544 0.085
H 1.622 -1.408 0.696
H -1.955 1.777 5.168
H -2.464 4.172 4.650
H -1.871 5.087 2.396
H 1.347 3.452 -1.696
H -1.372 4.713 -2.115
H 0.167 5.528 -1.733
H -1.998 1.833 -1.882
H -2.689 0.399 -3.794
H -1.273 0.276 -5.815
H 0.795 1.620 -5.950
H 1.503 3.006 -4.037
N 3.800 1.802 3.175
C 2.477 1.669 3.146
N 2.106 1.313 1.926
C 3.290 1.250 1.252
N 4.341 1.540 1.972
C 3.316 0.866 -0.161
C 4.478 0.827 -0.922
N 4.461 0.459 -2.197
C 3.279 0.136 -2.715
C 2.114 0.179 -1.968
N 2.127 0.547 -0.685
H 4.395 2.062 3.950
H 1.844 1.831 4.004
H 5.432 1.091 -0.481
H 3.256 -0.163 -3.756
H 1.158 -0.063 -2.418
C -4.439 -1.794 -2.681
C -3.680 -2.439 -1.514
N -2.301 -1.933 -1.447
C -1.331 -2.627 -2.313
C -0.577 -3.707 -1.529
C -1.970 -0.903 -0.640
C -3.004 -0.219 0.186
N -0.710 -0.507 -0.571
H -5.449 -2.200 -2.684
H -3.976 -2.029 -3.638
H -4.504 -0.712 -2.569
H -3.602 -3.516 -1.659
H -4.177 -2.251 -0.567
H -0.666 -1.893 -2.771
H -1.913 -3.069 -3.119
H 0.078 -3.276 -0.768
H 0.034 -4.275 -2.229
H -1.266 -4.400 -1.047
H -3.379 -0.886 0.964
H -3.851 0.098 -0.423
H -2.556 0.652 0.656
H -0.097 -1.059 -1.170
```

As for the molecular weight: 689.69 g/mol. For the total energy, the calculation gives -93512.019 eV. Its charge is +3. The energy above the lowest of the compared OMol25 structures with the same formula, charge and spin is 0.0 kJ/mol. As for the multiplicity: 5. The HOMO-LUMO gap (alpha / beta) comes out at 8.101 / 4.205 eV.

=====

(3)
Computed, not measured: a molecular structure, C35H38N6NaS2, with ωB97M-V with the def2-TZVPD basis set.

```
82
Properties=species:S:1:pos:R:3
Na -0.763 -0.670 -0.956
C -1.722 -2.210 2.030
C -1.113 -3.231 1.076
C -1.878 -3.470 -0.189
C -1.866 -4.723 -0.801
C -2.555 -4.906 -1.985
C -3.249 -3.837 -2.533
C -3.208 -2.628 -1.865
N -2.544 -2.441 -0.725
N -1.588 -0.773 1.665
C -0.740 -0.059 2.638
C 0.249 1.067 2.226
C 0.665 1.716 3.536
C 1.668 2.590 3.679
C 2.624 2.994 2.684
C 2.791 2.490 1.433
N 2.165 1.480 0.790
C -2.958 -0.249 1.604
C -3.241 1.038 0.879
C -3.964 2.054 1.497
C -4.320 3.172 0.760
C -3.956 3.234 -0.576
C -3.242 2.171 -1.110
N -2.892 1.103 -0.404
H -1.272 -2.385 3.010
H -2.784 -2.449 2.134
H -0.993 -4.176 1.612
H -0.109 -2.905 0.782
H -1.307 -5.534 -0.351
H -2.550 -5.870 -2.480
H -3.789 -3.933 -3.465
H -3.720 -1.755 -2.257
H -0.111 -0.801 3.132
H -1.387 0.380 3.413
H 0.053 1.497 4.406
H 1.799 3.049 4.655
H 3.294 3.797 2.962
H 3.525 2.978 0.798
H -3.377 -0.175 2.623
H -3.533 -0.986 1.045
H -4.239 1.972 2.541
H -4.866 3.984 1.224
H -4.225 4.084 -1.189
H -2.927 2.163 -2.149
C -0.390 2.175 1.384
N 1.353 0.507 1.402
C 2.404 1.332 -0.642
C 1.645 2.352 -1.508
N 0.763 1.676 -2.449
C -0.134 2.612 -3.111
C 1.418 0.799 -3.381
C 2.752 0.991 -3.720
C 3.421 0.138 -4.585
C 2.736 -0.934 -5.136
C 1.405 -1.136 -4.819
C 0.704 -0.294 -3.943
S -0.973 -0.629 -3.619
C 2.123 -0.614 1.903
C 2.737 -0.563 3.153
C 3.487 -1.616 3.649
C 3.652 -2.752 2.868
C 3.071 -2.815 1.618
C 2.295 -1.764 1.086
S 1.637 -1.994 -0.505
H -0.594 1.820 0.375
H 0.282 3.031 1.334
H -1.313 2.511 1.851
H 2.066 0.338 -0.920
H 3.480 1.370 -0.834
H 2.347 3.044 -2.007
H 1.011 2.972 -0.870
H 0.412 3.333 -3.742
H -0.697 3.170 -2.357
H -0.830 2.049 -3.730
H 3.303 1.826 -3.302
H 4.466 0.308 -4.814
H 3.243 -1.614 -5.812
H 0.866 -1.980 -5.230
H 2.619 0.322 3.760
H 3.945 -1.543 4.629
H 4.240 -3.587 3.235
H 3.203 -3.689 0.994
```

As for the molecular weight: 629.86 g/mol. For the total energy, the calculation gives -71940.960 eV. Its charge is -1. The energy above the lowest of the compared OMol25 structures with the same formula, charge and spin is 178.8 kJ/mol. The HOMO-LUMO gap comes out at 5.549 eV.